Formula: C6H11N
Source: the Open Molecules 2025 dataset
Level of theory: wB97M-V/def2-TZVPD

```
! wB97M-V def2-TZVPD RIJCOSX def2/J DEFGRID3
* xyz 0 1
H 1.217 -1.647 0.269
N 0.073 2.168 0.354
C -0.002 0.071 0.159
H -0.010 0.191 1.257
H -2.604 0.467 1.168
C -1.311 -0.573 -0.258
H -1.263 -0.732 -1.339
C 2.566 0.032 0.137
H 2.602 0.298 1.201
H 1.217 -0.843 -1.309
H -1.345 -1.554 0.227
H -2.623 1.157 -0.460
H -3.460 -0.370 -0.135
H 2.696 0.954 -0.438
H 3.418 -0.622 -0.074
C 0.062 1.490 -0.606
C 1.261 -0.673 -0.230
C -2.568 0.218 0.101
*
```

Calculated values
Relative energy (zero: lowest compared OMol25 entry of this formula, charge and spin)   207.1 kJ/mol
Frontier orbital gap   0.419 Eh
LUMO level   0.42 eV

***

Formula: C12H11N2O
Source: the Open Molecules 2025 dataset
Level of theory: wB97M-V/def2-TZVPD

```
! wB97M-V def2-TZVPD RIJCOSX def2/J DEFGRID3
* xyz 1 1
H -0.011 1.744 1.280
C 0.664 -1.085 -1.669
C 2.994 0.160 1.723
C -1.962 1.231 1.597
H 2.241 -0.561 2.104
C -0.573 0.008 0.018
H -3.879 -0.905 -0.095
C -0.740 1.003 0.938
H -2.240 -2.660 -1.536
C -2.913 -0.561 0.336
C 1.801 0.683 -0.491
N 1.625 1.834 -1.952
C -1.604 -1.851 -1.335
C -3.114 0.473 1.237
N 0.599 -0.183 -0.723
H -4.094 0.562 1.845
H -2.053 2.034 2.361
H 3.038 0.871 2.576
H 3.388 1.735 0.163
H 1.588 -1.192 -2.194
H 3.943 -0.283 1.473
C -0.395 -1.906 -2.053
H -0.308 -2.559 -2.894
O 0.996 1.300 -2.780
C -1.699 -0.801 -0.356
C 2.707 0.908 0.426
*
```

Calculated values
Relative energy (zero: lowest compared OMol25 entry of this formula, charge and spin)   237.1 kJ/mol
Frontier orbital gap (alpha / beta)   0.291 / 0.291 Eh
LUMO level (alpha / beta)   -4.72 / -4.72 eV

***

Formula: C28H57GaNO7
Source: the Open Molecules 2025 dataset
Level of theory: wB97M-V/def2-TZVPD

```
! wB97M-V def2-TZVPD RIJCOSX def2/J DEFGRID3
* xyz -1 1
H -5.611 4.752 -0.631
H -10.269 4.828 -1.879
O 4.137 -4.476 1.888
C 2.970 -9.372 4.128
H -5.561 3.156 1.159
H 7.598 1.213 -1.111
H -1.957 5.303 -2.004
H -10.242 7.214 -2.216
H 1.142 3.393 -3.336
O 5.436 -3.271 -2.833
C -5.201 4.149 1.437
H 1.062 -2.147 -0.197
C -9.712 6.645 -2.983
H -0.068 -2.406 -1.520
H 5.164 -2.887 -0.378
H -3.564 4.973 2.588
H -9.339 4.537 -3.360
H 5.515 -5.885 3.913
C 0.151 4.674 -1.906
H 2.094 4.825 -2.915
H 4.427 -3.061 4.317
H 5.306 -2.749 -3.624
C -1.201 4.802 -2.605
C 1.343 0.547 -0.800
C 5.779 0.237 -0.565
H 6.126 -3.548 4.333
O 1.173 1.712 -1.167
H 0.296 0.149 -3.238
H 2.941 -10.453 3.949
C 4.685 -5.191 4.067
H -8.202 8.248 -3.104
C 1.141 -8.156 3.326
H -1.466 5.356 -4.717
H 2.855 0.982 0.544
H 1.222 -7.069 3.427
C 5.173 -3.610 2.364
H -1.580 3.811 -2.867
C -0.360 -0.028 -2.380
H -1.930 4.328 0.933
C 2.097 -8.989 5.318
O -8.264 5.250 -1.746
C 0.737 -8.798 4.648
O 0.511 5.185 -4.187
H 6.138 0.154 0.466
H 0.396 5.605 -1.387
C 4.202 -2.657 -0.844
H -4.985 6.051 0.404
O 2.423 -8.692 3.001
C -8.282 7.162 -3.133
H 6.129 -3.939 1.944
H -7.684 7.103 -1.045
H 0.453 -8.374 2.509
H 1.626 -2.011 -1.863
H -6.534 6.297 -2.125
H -0.849 6.656 -3.680
H 0.052 -8.175 5.222
C 2.485 0.108 0.011
H 3.810 -0.363 -2.714
H 2.439 -8.047 5.752
C -3.804 4.053 2.051
H -0.919 0.885 -2.191
H -1.057 -0.829 -2.621
H 3.408 -3.008 -0.180
O -3.600 4.655 -0.219
C 3.675 -5.319 2.933
C -0.820 5.574 -3.862
C -2.932 3.919 0.809
H -7.850 6.811 -4.072
H 2.236 -0.676 0.727
H 3.586 -6.340 2.558
H 3.393 -2.993 -2.825
H -3.684 3.215 2.737
C -4.926 4.977 0.187
H 3.972 -4.474 -2.055
H 6.338 1.020 -2.442
H 2.100 -9.748 6.100
H 2.681 -4.981 3.255
H -5.940 4.610 2.091
C -9.468 5.216 -2.510
C 1.083 4.454 -3.086
H 0.206 3.848 -1.200
H 4.249 -5.390 5.046
H 4.979 -2.596 2.016
C 4.168 -3.399 -2.164
C -7.592 6.493 -1.950
H 0.259 -9.765 4.475
C 0.784 -1.811 -1.193
H -2.837 2.873 0.500
H 4.012 -9.070 4.243
C 6.612 0.850 -1.403
Ga 4.064 -0.635 -1.139
N 0.388 -0.410 -1.186
C 5.154 -3.752 3.884
H -10.292 6.687 -3.904
*
```

Calculated values
Frontier orbital gap   0.251 Eh
LUMO level   2.10 eV

***

Formula: H3INO2P
Source: the Open Molecules 2025 dataset
Level of theory: wB97M-V/def2-TZVPD

```
! wB97M-V def2-TZVPD RIJCOSX def2/J DEFGRID3
* xyz 0 1
O -1.848 -2.052 0.864
P 0.139 1.872 -0.075
H -2.107 -1.525 1.727
H -0.987 -1.766 0.676
O -0.713 2.044 -1.255
N 1.322 0.743 -0.625
I 3.145 0.205 0.249
H 1.048 0.478 -1.562
*
```

Calculated values
Relative energy (zero: lowest compared OMol25 entry of this formula, charge and spin)   77.4 kJ/mol
Frontier orbital gap   0.323 Eh
LUMO level   -1.05 eV

***

Formula: C4H7N3
Source: the Open Molecules 2025 dataset
Level of theory: wB97M-V/def2-TZVPD

```
! wB97M-V def2-TZVPD RIJCOSX def2/J DEFGRID3
* xyz 0 1
C -0.762 1.033 -0.865
H 1.571 -0.254 -1.450
H 2.384 1.212 -2.071
H -0.899 0.355 -1.730
N -0.622 -0.185 2.453
C -0.741 0.212 0.311
H 0.864 1.418 -1.190
C -1.227 -1.074 0.506
H 2.297 0.902 -0.294
H -1.620 -1.806 -0.186
N -0.385 0.697 1.562
N -1.168 -1.263 1.827
H -1.484 -2.044 2.383
C 1.792 0.798 -1.256
*
```

Calculated values
Relative energy (zero: lowest compared OMol25 entry of this formula, charge and spin)   459.7 kJ/mol
Frontier orbital gap   0.297 Eh
LUMO level   -0.39 eV

***

Formula: C17H18Cl2N2O3S2
Source: the Open Molecules 2025 dataset
Level of theory: wB97M-V/def2-TZVPD

```
! wB97M-V def2-TZVPD RIJCOSX def2/J DEFGRID3
* xyz 0 1
H 1.016 0.113 -2.486
C -2.464 0.084 1.781
C -2.539 0.832 0.622
H -0.482 -5.567 0.524
C 4.728 0.261 0.524
O -3.983 2.977 0.042
N -1.825 -3.255 0.424
C 2.298 0.518 -0.823
C -2.169 -1.118 -0.713
H -2.186 -5.890 0.171
H 3.572 -0.529 2.148
C -2.241 -1.277 1.696
H -0.969 -6.065 -1.105
C -2.406 0.241 -0.619
S 0.791 2.421 -2.134
H -2.480 0.857 -1.502
Cl 6.224 0.102 1.366
C -2.077 -1.886 0.449
H 0.880 4.390 -0.882
H 0.149 0.416 -0.970
C -0.218 3.042 0.403
C -1.260 -5.487 -0.233
H -0.128 2.025 0.791
Cl 0.907 -0.507 1.282
H 3.466 1.307 -2.417
C 3.554 -0.128 1.147
H -1.871 -3.708 1.327
C 0.910 3.345 -0.572
H -2.179 -1.871 2.596
H -2.569 0.583 2.731
O -2.592 3.019 2.078
H -0.150 3.729 1.259
O -1.296 -3.636 -1.763
H -2.043 -1.590 -1.673
C 2.352 0.004 0.470
H -1.707 4.010 -0.665
C 4.708 0.775 -0.764
H 1.878 3.132 -0.117
H 5.626 1.074 -1.244
C -1.454 -4.042 -0.638
C 3.499 0.897 -1.419
S -2.780 2.594 0.717
C 1.015 0.695 -1.565
N -1.507 3.114 -0.244
*
```

Calculated values
Relative energy (zero: lowest compared OMol25 entry of this formula, charge and spin)   0.0 kJ/mol
Frontier orbital gap   0.335 Eh
LUMO level   0.37 eV